No. 1
64
Properties=species:S:1:pos:R:3:nbo_charge:R:1 method="wB97M-V/def2-TZVPD" lumo_energy_ev=1.48 gap_ev=4.55 total_charge=-1 multiplicity=1 total_energy_ha=-5282.8624
Sr -0.41420 -0.40812 0.18937 1.7658
Cl 7.02423 0.81302 0.99235 -0.0353
C 5.48602 0.05345 0.76104 -0.0800
C 4.33241 0.64312 1.26951 -0.2816
C 3.08116 0.20071 0.81940 0.1252
N 1.83910 0.64268 1.32537 -0.7359
C 1.69624 1.51057 2.31106 0.5894
O 2.58519 2.03106 3.00783 -0.7165
C 0.28391 1.96366 2.66017 0.1608
C 0.25170 3.17275 3.40576 -0.2181
C -0.96660 3.78290 3.64772 -0.1770
C -2.09999 3.13786 3.11896 -0.2617
C -1.99708 1.88163 2.52605 0.0204
N -0.78831 1.36992 2.18280 -0.5137
C 3.02826 -0.80020 -0.25874 0.2375
C 4.21375 -1.50162 -0.50739 -0.2710
C 5.47675 -1.14848 0.04061 -0.0899
Cl 6.79413 -2.23633 -0.30865 -0.0209
N 1.85276 -1.11590 -0.89222 -0.8037
C 1.84924 -1.48372 -2.25632 0.5889
O 2.84636 -1.39408 -3.03839 -0.6733
C 0.60743 -2.17165 -2.72973 0.1301
C 0.51662 -2.55308 -4.07573 -0.2004
C -0.71427 -3.15053 -4.42225 -0.1731
C -1.71094 -3.30321 -3.49563 -0.2643
C -1.53067 -2.87068 -2.16275 0.0372
N -0.40862 -2.23744 -1.84339 -0.4932
H 4.42198 1.43995 2.01568 0.2727
H 1.21769 3.45476 3.84340 0.2664
H -1.09242 4.70070 4.23426 0.2126
H -3.05163 3.54910 3.39810 0.2067
H -2.89719 1.31032 2.28163 0.1896
H 4.24814 -2.40066 -1.12795 0.2234
H 1.32044 -2.24191 -4.74956 0.2649
H -0.90431 -3.38072 -5.43865 0.2096
H -2.64492 -3.77705 -3.71395 0.2095
H -2.33897 -2.93423 -1.43785 0.1885
Br -3.51903 -1.63822 1.91747 0.0649
C -1.93049 -2.53284 2.50611 0.1551
C -2.03216 -3.30457 3.66344 -0.2783
C -0.89114 -3.88965 4.17344 -0.1475
C 0.29114 -3.87905 3.41571 -0.2412
C 0.36791 -3.00407 2.32511 0.0611
N -0.78191 -2.42199 1.84265 -0.5351
H -3.04781 -3.49985 4.10824 0.2367
H -0.93653 -4.35222 5.16189 0.2273
H 1.10040 -4.58729 3.65947 0.2367
H 1.28620 -2.77889 1.77514 0.2510
C -2.34035 4.29289 -1.55994 -1.1088
Si -1.73028 2.56741 -2.14203 1.6370
C -3.20374 1.44474 -1.83172 -1.1489
C -1.72866 2.38232 -4.03536 -1.1300
C -0.16481 2.11894 -1.37155 -1.5445
H -3.17104 4.59262 -2.19778 0.2074
H -1.58075 5.11839 -1.53027 0.2304
H -2.74663 4.23976 -0.48358 0.2178
H -4.12629 2.08965 -1.93386 0.2182
H -3.16230 1.04336 -0.81005 0.1882
H -3.10391 0.65167 -2.57205 0.2181
H -2.72890 2.35140 -4.52531 0.2123
H -1.25557 1.42234 -4.38684 0.2267
H -1.03707 3.19078 -4.32898 0.2303
H 0.38536 2.48025 -0.49921 0.2268
H 0.37497 1.35356 -1.91211 0.1985



No. 2
46
Properties=species:S:1:pos:R:3:mulliken_charge:R:1 method="wB97M-V/def2-TZVPD" lumo_energy_ev=-11.87 gap_ev=3.52 total_charge=+2 multiplicity=1 total_energy_ha=-4161.1858
Rb 1.26820 -0.33178 -1.90082 1.1660
Tl -1.01460 -1.42149 1.64784 1.4790
As 2.34598 -2.24759 0.48831 1.9132
F 3.22779 -1.56841 1.93725 -0.4583
F 2.44743 -0.63015 -0.28156 -0.6513
F 1.42945 -2.84671 -0.91287 -0.4708
F 2.21977 -3.88757 1.16902 -0.4479
F 0.76258 -1.73621 1.23048 -0.3635
F 3.90914 -2.61401 -0.41570 -0.4784
F -0.32135 -0.57249 -0.31034 -0.5688
C 2.06246 0.89923 0.52210 0.5263
O 2.26171 0.81315 1.91853 -0.2284
C 1.35510 0.42973 2.80160 0.9453
O 0.31130 -0.08164 2.55781 -0.5742
O 1.85703 0.57331 4.02072 -0.3157
C 1.26871 0.18963 5.22402 -0.6270
H 3.07248 0.85653 0.11451 0.1783
H 1.54168 1.84539 0.37490 0.3263
H 1.44236 0.16958 0.00135 -1.0469
H 0.65080 -0.68852 5.03655 0.2827
H 0.57907 0.96412 5.55967 0.3130
H 2.06983 -0.00611 5.93676 0.2631
C -4.59282 -3.21940 0.80059 -0.6459
O -4.39635 -2.55907 -0.47805 -0.3323
C -3.25118 -1.84176 -0.73503 0.9003
O -2.45903 -1.60024 0.14501 -0.4473
O -3.32572 -1.29903 -1.93335 -0.2475
C -2.19170 -0.49137 -2.25499 -0.2272
H -5.63370 -3.41932 1.05497 0.3191
H -4.21009 -2.66624 1.65827 0.1694
H -4.05078 -4.15869 0.91023 0.3392
H -2.31423 0.54167 -1.92956 0.3855
H -2.15078 -0.48613 -3.34421 0.3812
H -1.25275 -0.95991 -1.96012 -0.2417
C 0.64523 3.64681 -4.57374 -0.6791
O -0.16085 3.40806 -3.40878 -0.3095
C 0.26915 2.54392 -2.52214 0.8947
O 1.18196 1.73961 -2.80556 -0.7224
O -0.34570 2.77689 -1.31105 -0.2917
C 0.11595 2.26979 -0.07391 0.5877
H 0.79919 2.72727 -5.13841 0.3113
H 1.61620 4.11228 -4.40451 0.3190
H 0.01427 4.32304 -5.15053 0.2586
H 0.12524 1.17986 -0.06630 -0.9163
H -0.31977 2.68680 0.83403 0.4854
H 1.14133 2.63723 -0.03281 0.5474



No. 3
101
Properties=species:S:1:pos:R:3:mulliken_charge:R:1 method="wB97M-V/def2-TZVPD" lumo_energy_ev=-0.21 gap_ev=9.97 multiplicity=1 de_lowest_kj_mol=82.5 total_energy_ha=-4824.2704
K 2.87180 1.52934 2.49088 0.8755
Ca 0.14425 1.77876 -1.13018 1.5069
Ca -0.09808 -1.76334 -0.00544 0.9206
B 3.71890 -0.99959 4.20456 0.3375
F 4.58427 -0.41182 3.34865 -0.3790
F 3.70622 -0.24813 5.32119 -0.3643
F 2.41512 -0.95981 3.61997 -0.7417
F 4.11452 -2.28456 4.54186 -0.3707
B 3.04260 2.00317 -0.96979 0.0573
F 2.31651 1.31137 -1.90033 -0.3138
F 3.85159 1.17747 -0.15312 -0.4133
F 3.78399 2.89951 -1.75077 -0.3899
F 2.15290 2.69440 -0.22722 0.0824
B -2.79121 -1.65031 0.67258 -0.6344
F -4.12416 -1.67099 0.87106 -0.3053
F -2.12679 -0.48612 0.54183 1.2405
F -2.23269 -2.28353 1.71908 -0.2131
F -2.34800 -2.33736 -0.48127 -0.5198
F -0.46887 -0.32162 -1.92746 -0.1057
F 0.65040 0.35378 0.77293 -1.0914
C 0.77912 -4.28513 3.45654 -1.2302
C 1.46841 -3.92074 2.24363 -0.0676
O 1.21456 -2.60855 1.85363 0.7362
H 1.03871 -3.56035 4.22816 0.2553
H 1.07102 -5.31921 3.63974 0.4042
H -0.28745 -4.37239 3.24940 0.2566
H 1.18305 -4.46936 1.34603 -0.0110
H 2.55231 -3.93038 2.35833 0.3730
H 1.54460 -2.00227 2.52079 -0.0228
C 3.94793 -3.24156 -0.84232 -1.4933
C 3.25291 -1.85624 -0.81652 0.0024
O 1.97318 -2.14582 -1.24336 0.4212
H 4.16044 -3.70768 -1.80443 0.4264
H 3.42801 -4.04137 -0.31498 0.1907
H 4.95376 -3.07706 -0.45587 0.4493
H 3.79588 -1.23681 -1.53038 0.1484
H 3.21902 -1.34920 0.14778 0.2139
H 2.01367 -2.36896 -2.17618 -0.2775
C -4.18699 3.34439 2.23543 -1.3128
C -4.04702 1.82824 2.10997 -0.0803
O -2.68642 1.68506 1.73843 0.0451
H -5.24180 3.55762 2.06219 0.4022
H -3.78429 3.89211 1.38341 0.2460
H -3.96668 3.77505 3.21221 0.3232
H -4.60408 1.42833 1.26270 0.2201
H -4.18038 1.27855 3.04171 0.3612
H -2.47253 0.76435 1.57068 -0.0693
C -1.40102 -5.63027 -1.89970 -1.3243
C -0.80531 -5.13319 -0.58750 -0.5012
O -0.01058 -3.98742 -0.79779 0.1785
H -1.85261 -6.61483 -1.77800 0.4039
H -0.61091 -5.74366 -2.64197 0.3350
H -2.12483 -4.89625 -2.25385 0.2900
H -0.24906 -5.96738 -0.15995 0.4306
H -1.71015 -5.00269 0.00608 0.2970
H 0.66650 -4.30724 -1.39852 -0.0453
C 0.63496 4.81216 1.92474 -1.2715
C -0.44561 3.92238 1.29793 0.6023
O -0.24912 3.97198 -0.11017 -0.3669
H 1.52866 4.74528 1.30432 0.3598
H 1.02505 4.48104 2.88718 0.1960
H 0.36299 5.86528 1.99584 0.3925
H -1.48900 4.19049 1.46395 0.2337
H -0.41850 2.88758 1.63933 -0.2999
H -0.38819 4.89397 -0.33863 0.1630
C -0.29749 2.50146 -4.90223 -0.5820
C 0.18789 3.70903 -4.11971 -0.6604
O 0.84450 3.30945 -2.91995 -0.2656
H -1.26871 2.69504 -5.35759 0.3260
H -0.36073 1.70663 -4.15903 -0.1215
H 0.47659 2.33823 -5.65207 0.3671
H -0.58954 4.44065 -3.89962 0.3577
H 0.90083 4.31762 -4.67599 0.4704
H 1.43193 4.04938 -2.74961 0.1516
C 1.08645 -1.01425 -5.78168 -1.3416
C 1.44548 -1.38305 -4.39999 0.2640
O 0.32365 -2.05681 -3.80226 -0.5523
H 0.66280 -1.88158 -6.28799 0.3570
H 1.95648 -0.56643 -6.26190 0.3784
H 0.18968 -0.39475 -5.79258 0.1851
H 1.63214 -0.47748 -3.82275 -0.1749
H 2.31474 -2.02122 -4.24115 0.4274
H -0.01136 -1.37471 -3.21565 0.1792
C -4.11808 2.39615 -2.59293 -1.4214
C -3.31966 1.33934 -1.94040 -0.0326
O -2.39551 1.69767 -0.93657 0.1616
H -4.74562 2.88464 -1.84749 0.2924
H -4.79649 1.92026 -3.30101 0.4252
H -3.50462 3.13483 -3.10879 0.2399
H -2.83050 0.71908 -2.69147 0.1867
H -3.86202 0.58800 -1.36644 0.3407
H -2.77524 1.47594 -0.08320 -0.2389
C 0.06920 0.42626 5.46099 -0.9265
C -0.54134 1.59692 4.66366 0.5155
O 0.37253 2.71042 4.66335 -0.5302
H 0.34365 0.83663 6.43277 0.3424
H 0.99189 0.14513 4.95335 0.1070
H -0.55600 -0.46496 5.51540 0.4027
H -1.49768 1.89288 5.09483 0.2721
H -0.80842 1.39400 3.62655 -0.3652
H 1.28274 2.53113 4.91030 0.3006